(1)
A cluster of 13 separate species, C27H83N13O13 in total in a non-equilibrium geometry, computed with ωB97M-V with the def2-TZVPD basis set.

Its HOMO-LUMO gap (spin up / spin down) is 1.693 / 8.774 eV. The multiplicity is 2. Its max |F| is 5.990 eV/Å. As for the charge: -1. The highest occupied orbital energy (spin up / spin down) is 0.180 / -6.911 eV. The calculation puts the relative energy (zero: lowest compared OMol25 entry of this formula, charge and spin) at 231.56 kJ/mol.

```
136
Properties=species:S:1:pos:R:3:lowdin_spin:R:1
C -1.64 2.71 -4.82 0.000
C -2.83 2.35 -4.11 0.000
O -2.69 1.04 -3.62 0.000
H -1.19 1.89 -5.38 0.000
H -0.87 3.02 -4.11 0.000
H -1.72 3.55 -5.50 0.000
H -3.55 2.42 -4.93 0.000
H -3.10 2.99 -3.27 0.000
H -2.40 0.97 -2.71 0.000
C 0.99 -4.93 4.30 0.013
C 0.03 -4.44 5.36 0.050
O 0.26 -3.07 5.56 0.126
H 2.01 -4.90 4.70 0.003
H 0.98 -4.34 3.38 0.002
H 0.65 -5.94 4.09 0.002
H 0.12 -4.99 6.30 0.005
H -1.04 -4.57 5.20 0.021
H -0.53 -2.65 5.91 0.065
C 3.65 -0.25 2.00 0.015
C 2.53 -1.27 2.36 0.014
O 3.04 -2.53 2.03 0.006
H 4.65 -0.62 2.24 0.001
H 3.15 0.68 2.27 0.011
H 3.86 -0.23 0.93 0.000
H 1.77 -1.20 1.58 0.000
H 2.07 -1.13 3.33 0.014
H 3.84 -2.83 2.47 0.001
C 3.29 -1.40 -1.55 0.000
C 4.81 -1.59 -1.61 0.000
O 5.21 -0.54 -2.46 0.000
H 2.85 -1.78 -2.47 0.000
H 3.01 -0.38 -1.28 0.000
H 2.90 -2.13 -0.83 0.000
H 5.15 -2.47 -2.16 0.000
H 5.35 -1.51 -0.66 0.000
H 5.91 -0.84 -3.05 0.000
C 2.25 1.17 -4.13 0.000
C 2.77 1.30 -5.55 0.000
O 2.45 2.65 -5.95 0.000
H 1.26 1.60 -3.97 0.000
H 2.89 1.88 -3.60 0.000
H 2.34 0.11 -3.90 0.000
H 2.26 0.60 -6.22 0.000
H 3.84 1.08 -5.58 0.000
H 2.46 2.76 -6.91 0.000
C -1.45 5.75 -1.11 0.002
O -0.71 6.65 -1.05 0.002
N -2.45 5.65 -0.15 0.002
N -1.54 4.68 -1.85 0.000
H -3.11 4.90 -0.05 0.001
H -2.15 6.20 0.65 0.003
H -0.84 4.51 -2.56 0.000
H -2.38 4.17 -1.62 0.000
C -5.17 -1.35 -2.57 0.001
O -5.81 -2.35 -2.37 0.001
N -4.88 -0.35 -1.67 0.000
N -4.76 -0.98 -3.77 0.000
H -4.60 0.51 -2.12 0.000
H -5.31 -0.40 -0.76 0.000
H -4.04 -0.33 -4.03 0.000
H -4.92 -1.69 -4.47 0.000
C -6.14 -1.06 1.78 0.020
O -6.56 -1.20 0.61 0.003
N -7.00 -0.60 2.76 0.011
N -4.90 -0.98 2.21 0.015
H -7.99 -0.73 2.60 0.002
H -6.55 -0.73 3.65 0.017
H -4.84 -0.95 3.22 0.039
H -4.16 -1.37 1.64 0.002
C -4.99 3.29 -0.21 0.006
O -3.93 3.33 -0.79 0.002
N -5.20 2.97 1.02 0.005
N -6.16 3.57 -0.73 0.002
H -4.39 2.93 1.63 0.004
H -6.12 3.14 1.38 0.007
H -6.93 3.39 -0.10 0.003
H -6.18 4.02 -1.64 0.000
C -1.44 2.67 4.24 0.103
O -2.56 2.46 3.82 0.053
N -0.53 1.77 4.40 0.054
N -0.92 3.79 4.72 0.039
H 0.27 2.13 4.91 0.065
H -0.79 0.80 4.41 0.047
H -1.59 4.53 4.89 0.012
H -0.05 4.07 5.14 0.034
C 4.32 2.66 -0.48 0.001
C 5.23 3.66 -1.09 0.000
C 4.86 5.13 -0.57 0.001
O 5.85 6.20 -0.70 0.000
C 5.39 7.34 0.05 0.000
N 6.61 3.33 -0.71 0.000
H 3.98 1.91 -1.21 0.000
H 3.41 3.16 -0.14 0.001
H 4.84 2.34 0.41 0.000
H 5.18 3.53 -2.17 0.000
H 4.68 5.12 0.50 0.002
H 3.91 5.51 -0.96 0.000
H 4.43 7.55 -0.41 0.000
H 6.01 8.24 -0.02 0.000
H 5.33 7.23 1.13 0.000
H 6.95 2.60 -1.32 0.000
H 6.95 4.19 -1.12 0.000
C -1.20 -6.30 0.77 0.003
C -0.70 -7.67 0.14 0.000
C 0.86 -7.75 -0.01 0.000
O 1.49 -7.69 1.25 0.001
C 2.79 -7.30 1.06 0.001
N -1.07 -8.69 1.10 0.000
H -2.26 -6.45 0.95 0.002
H -1.13 -5.53 0.00 0.000
H -0.72 -5.87 1.66 0.001
H -1.09 -7.82 -0.87 0.000
H 1.17 -6.97 -0.71 0.000
H 1.20 -8.66 -0.49 0.000
H 2.87 -6.30 0.64 0.000
H 3.34 -8.11 0.59 0.000
H 3.28 -7.23 2.04 0.000
H -1.85 -8.32 1.63 0.001
H -0.27 -8.78 1.70 0.000
C 0.31 1.63 -0.40 0.002
C -0.68 0.39 -0.19 0.002
C -0.88 -0.12 1.31 0.009
O -1.66 -1.29 1.39 0.021
C -1.01 -2.60 1.29 0.011
N -2.03 0.59 -0.63 0.001
H 1.37 1.38 -0.27 0.000
H 0.01 2.42 0.29 0.004
H 0.20 2.02 -1.41 0.000
H -0.44 -0.40 -0.90 0.000
H -1.56 0.54 1.86 0.004
H 0.02 -0.19 1.92 0.005
H -0.88 -2.77 0.22 0.001
H -1.62 -3.43 1.65 0.006
H -0.13 -2.68 1.94 0.003
H -2.56 -0.21 -0.32 0.000
H -2.38 1.39 -0.12 0.001
```

***

(2)
A cluster of 15 separate species, C27H88N26O15 in total in a non-equilibrium geometry, computed with ωB97M-V with the def2-TZVPD basis set.

Its HOMO-LUMO gap is 8.523 eV. Its max |F| is 9.313 eV/Å. The highest occupied orbital energy is -8.848 eV. The calculation puts the relative energy (zero: lowest compared OMol25 entry of this formula, charge and spin) at 1069.23 kJ/mol.

```
156
Properties=species:S:1:pos:R:3:mulliken_charge:R:1
C 11.53 -19.04 26.44 -1.548
C 10.19 -19.80 26.33 0.579
C 10.17 -20.93 27.36 -0.796
O 10.30 -20.53 28.70 -0.342
C 10.10 -21.58 29.67 -0.708
N 9.26 -18.71 26.63 -0.637
H 11.71 -18.53 25.49 0.353
H 12.32 -19.69 26.79 0.348
H 11.66 -18.21 27.14 0.330
H 10.02 -20.04 25.28 0.428
H 11.07 -21.48 27.08 0.295
H 9.36 -21.64 27.23 0.474
H 10.14 -21.31 30.72 0.260
H 10.94 -22.25 29.47 0.287
H 9.22 -22.18 29.46 0.286
H 8.91 -18.62 27.57 0.237
H 8.45 -18.94 26.07 0.170
C 13.61 -28.61 20.09 -1.338
C 12.12 -28.94 20.25 0.392
C 11.81 -29.96 21.41 -0.659
O 10.42 -30.26 21.50 -0.318
C 10.11 -30.86 22.82 -0.675
N 11.44 -27.63 20.37 -0.696
H 14.16 -29.53 20.25 0.369
H 14.00 -27.79 20.69 0.288
H 13.70 -28.26 19.06 0.318
H 11.79 -29.52 19.38 0.294
H 12.11 -29.46 22.33 0.273
H 12.43 -30.85 21.33 0.340
H 10.40 -30.13 23.58 0.300
H 10.62 -31.78 23.08 0.283
H 9.02 -30.98 22.79 0.246
H 10.51 -27.99 20.22 0.360
H 11.34 -27.35 21.33 0.231
C 15.50 -22.64 21.34 -1.518
C 14.43 -21.98 20.49 0.533
C 13.44 -20.99 21.27 -0.727
O 12.39 -20.41 20.48 -0.340
C 11.97 -19.18 20.93 -0.747
N 15.14 -21.13 19.55 -0.603
H 16.26 -22.00 21.79 0.385
H 16.06 -23.39 20.78 0.401
H 15.07 -23.22 22.16 0.289
H 13.92 -22.78 19.96 0.249
H 13.97 -20.25 21.86 0.440
H 12.93 -21.66 21.96 0.281
H 12.78 -18.54 21.29 0.340
H 11.11 -19.27 21.59 0.291
H 11.65 -18.55 20.10 0.273
H 15.50 -20.42 20.17 0.212
H 16.01 -21.58 19.30 0.219
C 3.18 -19.55 24.64 -1.610
C 4.66 -19.66 25.02 0.527
C 4.97 -21.02 25.58 -0.568
O 4.43 -21.18 26.85 -0.335
C 4.21 -22.56 27.27 -0.768
N 5.38 -19.41 23.77 -0.707
H 2.66 -19.49 25.59 0.380
H 2.67 -20.27 23.99 0.377
H 2.92 -18.61 24.16 0.411
H 4.90 -18.93 25.80 0.294
H 6.03 -21.27 25.71 0.254
H 4.56 -21.74 24.88 0.302
H 5.07 -23.20 27.49 0.268
H 3.59 -23.10 26.56 0.348
H 3.53 -22.37 28.10 0.278
H 6.28 -19.87 23.78 0.245
H 4.94 -19.99 23.07 0.296
C 10.11 -14.90 22.91 0.750
O 10.22 -14.28 21.84 -0.688
N 8.96 -15.52 23.20 -0.355
N 10.93 -14.98 23.95 -0.334
H 8.16 -15.37 22.60 0.173
H 8.95 -16.12 24.01 0.123
H 11.76 -14.42 24.07 0.197
H 10.59 -15.60 24.68 0.131
C 13.30 -25.77 25.36 0.688
O 12.86 -25.91 24.26 -0.639
N 13.44 -24.71 26.06 -0.342
N 13.63 -26.78 26.14 -0.451
H 13.42 -23.79 25.64 0.197
H 13.58 -24.91 27.05 0.159
H 14.03 -26.84 27.06 0.178
H 13.69 -27.63 25.60 0.202
C 19.71 -20.15 15.02 0.734
O 20.16 -19.07 14.68 -0.685
N 18.46 -20.38 15.36 -0.335
N 20.39 -21.21 15.13 -0.370
H 18.27 -21.29 15.73 0.141
H 17.88 -19.55 15.33 0.171
H 21.33 -21.23 14.76 0.199
H 20.01 -21.94 15.73 0.147
C 7.75 -22.07 19.03 0.572
O 6.99 -22.89 18.70 -0.620
N 9.04 -22.25 18.98 -0.312
N 7.49 -20.98 19.55 -0.371
H 9.56 -21.41 19.22 0.111
H 9.47 -23.08 18.61 0.180
H 6.49 -20.92 19.65 0.237
H 8.11 -20.26 19.21 0.214
C 16.15 -16.15 21.72 0.734
O 15.66 -15.40 20.90 -0.695
N 16.89 -17.17 21.46 -0.319
N 15.81 -16.14 22.97 -0.392
H 17.36 -17.83 22.07 0.132
H 17.27 -17.12 20.53 0.186
H 16.12 -16.85 23.61 0.153
H 15.32 -15.29 23.23 0.205
C 15.30 -16.71 16.27 0.746
O 15.28 -17.34 15.17 -0.752
N 14.61 -17.02 17.25 -0.276
N 16.08 -15.74 16.57 -0.385
H 14.74 -16.45 18.08 0.126
H 14.13 -17.90 17.28 0.162
H 16.74 -15.48 15.85 0.222
H 15.95 -15.26 17.44 0.157
C 18.50 -20.26 25.98 0.718
O 18.00 -19.14 25.98 -0.724
N 18.68 -20.98 27.03 -0.411
N 19.06 -20.68 24.94 -0.280
H 19.36 -21.72 26.99 0.181
H 18.32 -20.57 27.88 0.241
H 19.27 -21.66 24.92 0.164
H 19.10 -20.13 24.09 0.128
C 18.01 -25.29 16.81 0.654
O 18.22 -24.15 17.20 -0.663
N 18.88 -26.29 16.74 -0.407
N 16.86 -25.53 16.25 -0.405
H 19.70 -26.18 17.32 0.237
H 18.66 -27.21 16.37 0.176
H 16.61 -26.50 16.35 0.183
H 16.22 -24.78 16.00 0.222
C 9.24 -14.32 16.54 0.592
O 8.41 -14.29 15.59 -0.699
N 10.51 -14.22 16.24 -0.416
N 9.03 -14.63 17.76 -0.348
H 11.20 -14.61 16.87 0.193
H 10.77 -14.24 15.26 0.237
H 8.07 -14.73 18.06 0.226
H 9.75 -14.31 18.39 0.217
C 21.60 -20.63 20.60 0.661
O 20.61 -20.13 21.13 -0.648
N 21.53 -21.54 19.62 -0.324
N 22.84 -20.46 21.00 -0.383
H 20.69 -21.82 19.12 0.150
H 22.38 -21.89 19.19 0.137
H 23.03 -20.04 21.89 0.239
H 23.48 -21.10 20.54 0.163
C 20.35 -25.48 23.26 0.740
O 19.91 -24.49 23.88 -0.705
N 21.55 -25.49 22.89 -0.403
N 19.74 -26.54 22.83 -0.410
H 22.01 -26.33 22.57 0.164
H 22.00 -24.58 22.95 0.216
H 18.75 -26.58 23.03 0.227
H 20.25 -27.29 22.37 0.158
```